# 1
{"formula": "C5H4N4O3S", "method": "ωB97M-V with the def2-TZVPD basis set", "symbols": ["C", "C", "C", "C", "C", "N", "N", "N", "N", "O", "O", "O", "S", "H", "H", "H", "H"], "coordinates": [[1.662, -0.867, 0.364], [1.528, -0.822, 2.540], [0.130, -0.672, 2.009], [0.704, 2.870, 3.578], [-0.554, -0.024, -0.297], [-0.301, 2.394, 3.985], [2.414, -0.957, 1.382], [1.813, -0.784, 3.750], [0.371, -0.594, 0.608], [-1.706, 1.128, 1.918], [1.707, 3.422, 3.228], [-1.591, -0.166, 4.008], [-0.858, 0.542, 2.981], [1.846, -1.079, -0.662], [-1.158, 0.826, 0.146], [0.194, 0.464, -1.012], [-1.148, -0.941, -0.559]], "nbo_charge": [0.1915, 0.1107, -0.1923, 0.7023, -0.4415, -0.7782, -0.4972, -0.6307, -0.4402, -1.0527, -0.6957, -0.9765, 1.9275, 0.1365, 0.2846, 0.1708, 0.1810], "homo_lumo_gap_ev": [4.99, 5.20], "total_charge": -2, "multiplicity": 1, "total_energy_ev": -28182.5814}

=====

# 2
{"formula": "C7H17LuO3", "method": "ωB97M-V with the def2-TZVPD basis set", "symbols": ["C", "O", "C", "C", "O", "C", "C", "O", "C", "Lu", "H", "H", "H", "H", "H", "H", "H", "H", "H", "H", "H", "H", "H", "H", "C", "H", "H", "H"], "coordinates": [[2.400, -0.094, 1.509], [1.240, -0.120, 0.654], [0.698, 1.108, 0.345], [-0.616, 1.034, -0.327], [-0.577, -0.086, -1.231], [-1.835, -0.554, -1.726], [-1.553, -1.834, -2.475], [-0.726, -2.657, -1.636], [-0.662, -4.029, -2.040], [0.694, -1.641, -0.606], [2.631, -1.131, 1.768], [3.236, 0.359, 0.963], [2.159, 0.482, 2.407], [1.384, 1.953, 0.304], [0.802, 3.666, 2.846], [-0.821, 1.959, -0.880], [-1.436, 0.856, 0.392], [-2.279, 0.190, -2.398], [-2.508, -0.733, -0.875], [-1.020, -1.646, -3.417], [-2.496, -2.355, -2.685], [0.028, -4.539, -1.361], [-1.660, -4.474, -1.959], [-0.294, -4.095, -3.071], [0.802, 4.411, 3.672], [1.486, 5.232, 3.421], [1.133, 3.930, 4.600], [-0.211, 4.807, 3.805]], "nbo_charge": [-0.2905, -0.7048, 0.1667, -0.1928, -0.6702, -0.1245, -0.1278, -0.7143, -0.2910, 2.5926, 0.2229, 0.2509, 0.2819, 0.2597, 0.1443, 0.2938, 0.2530, 0.2858, 0.2369, 0.2440, 0.2841, 0.2199, 0.2710, 0.2500, -0.8432, 0.2387, 0.2277, 0.2351], "homo_lumo_gap_ev": [5.44, 5.36], "total_charge": 3, "multiplicity": 2, "s_squared": 0.75, "relative_energy_kj_mol": 0.0, "total_energy_ev": -47263.5139}

=====

# 3
{"formula": "C4H11NO", "method": "ωB97M-V with the def2-TZVPD basis set", "symbols": ["C", "N", "C", "C", "C", "H", "H", "H", "H", "H", "H", "H", "H", "H", "H", "H", "O"], "coordinates": [[-1.691, 0.346, -2.737], [-1.028, -0.479, -0.002], [-0.446, 0.683, -0.570], [-0.802, 1.214, -1.769], [0.872, 1.174, 0.121], [-2.809, 0.470, -2.461], [-1.545, -0.766, -2.604], [-1.577, 0.845, -3.749], [-1.638, -1.045, -0.593], [-0.275, -1.080, 0.497], [-0.794, 2.291, -1.881], [0.653, 1.471, 1.111], [1.813, 0.613, 0.167], [1.086, 2.135, -0.327], [2.290, -2.327, 5.601], [3.226, -2.546, 4.249], [2.666, -3.001, 4.947]], "nbo_charge": [-0.7062, -0.6593, 0.3282, 0.0264, -0.6919, 0.2849, 0.2404, 0.2838, 0.4167, 0.4368, 0.2496, 0.2633, 0.2806, 0.2467, 0.4812, 0.4737, -0.9548], "homo_lumo_gap_ev": [9.27, 5.96], "total_charge": 1, "multiplicity": 2, "s_squared": 0.76, "relative_energy_kj_mol": 173.5, "total_energy_ev": -7854.5433}

=====

# 4
{"formula": "C30H50O16PbPdS6", "method": "ωB97M-V with the def2-TZVPD basis set", "symbols": ["Pd", "Pb", "C", "C", "C", "O", "C", "C", "C", "O", "O", "O", "H", "H", "C", "C", "C", "S", "O", "O", "C", "H", "H", "H", "H", "H", "H", "H", "H", "C", "C", "C", "S", "O", "O", "C", "H", "H", "H", "H", "H", "H", "H", "H", "C", "C", "C", "S", "O", "O", "C", "H", "H", "H", "H", "H", "H", "H", "H", "C", "C", "C", "S", "O", "O", "C", "H", "H", "H", "H", "H", "H", "H", "H", "C", "C", "C", "S", "O", "O", "C", "H", "H", "H", "H", "H", "H", "H", "H", "C", "C", "C", "S", "O", "O", "C", "H", "H", "H", "H", "H", "H", "H", "H"], "coordinates": [[-3.259, -0.997, -3.705], [1.217, -0.501, 3.663], [-0.885, 0.916, -0.223], [-0.404, 0.239, 0.954], [-0.397, -1.251, 0.995], [0.224, -1.802, 1.935], [-1.122, -1.950, 0.041], [-1.791, -1.308, -1.035], [-1.562, 0.173, -1.255], [-2.045, 0.738, -2.223], [-2.577, -1.918, -1.752], [0.048, 0.873, 1.911], [-0.867, 2.000, -0.184], [-1.294, -3.010, 0.165], [1.841, 5.628, 3.682], [0.342, 5.505, 3.969], [-0.024, 4.040, 3.811], [1.291, 3.240, 4.719], [1.601, 1.923, 4.157], [1.010, 3.359, 6.119], [2.564, 4.391, 4.209], [2.165, 6.594, 4.074], [2.063, 5.767, 2.620], [-0.277, 6.115, 3.317], [0.158, 5.752, 5.016], [0.050, 3.692, 2.775], [-0.985, 3.715, 4.204], [3.026, 3.867, 3.368], [3.344, 4.502, 4.958], [-0.067, -5.778, 2.678], [-1.399, -5.730, 3.445], [-1.494, -4.327, 3.995], [0.122, -4.053, 4.683], [0.265, -4.827, 5.870], [0.394, -2.610, 4.711], [0.989, -4.863, 3.363], [-0.148, -5.360, 1.673], [0.361, -6.770, 2.587], [-1.421, -6.455, 4.258], [-2.215, -5.972, 2.767], [-2.220, -4.035, 4.754], [-1.612, -3.603, 3.181], [1.834, -5.434, 3.742], [1.387, -4.132, 2.661], [3.998, 2.008, -0.793], [4.242, 2.647, 0.584], [4.495, 1.541, 1.607], [3.954, -0.013, 0.930], [2.820, -0.574, 1.668], [5.084, -0.838, 0.661], [3.303, 0.669, -0.594], [4.943, 1.824, -1.305], [3.358, 2.616, -1.429], [3.367, 3.214, 0.911], [5.099, 3.314, 0.582], [4.081, 1.655, 2.613], [5.559, 1.423, 1.828], [2.257, 0.848, -0.324], [3.413, -0.079, -1.373], [-1.818, 6.781, -1.524], [-1.447, 5.496, -2.276], [-2.497, 4.452, -1.941], [-3.004, 4.762, -0.261], [-2.293, 3.858, 0.617], [-4.442, 4.774, -0.240], [-2.319, 6.445, -0.149], [-2.532, 7.385, -2.081], [-0.905, 7.374, -1.444], [-0.469, 5.126, -1.951], [-1.363, 5.683, -3.344], [-2.177, 3.410, -2.007], [-3.346, 4.521, -2.622], [-1.510, 6.263, 0.563], [-3.097, 7.041, 0.316], [0.694, 2.330, -4.418], [-0.063, 2.581, -5.738], [-1.168, 1.557, -5.755], [-0.296, 0.045, -5.361], [0.269, -0.509, -6.548], [-1.136, -0.785, -4.508], [0.977, 0.828, -4.349], [0.041, 2.661, -3.608], [1.600, 2.932, -4.427], [0.594, 2.532, -6.607], [-0.431, 3.609, -5.759], [-1.706, 1.446, -6.695], [-1.918, 1.697, -4.971], [1.974, 0.599, -4.716], [0.850, 0.416, -3.348], [-2.036, -7.913, -2.876], [-2.009, -6.403, -2.430], [-1.618, -6.322, -0.955], [-0.827, -7.864, -0.535], [-1.156, -8.195, 0.830], [0.540, -7.844, -0.958], [-1.821, -8.796, -1.683], [-1.313, -8.096, -3.669], [-3.009, -8.142, -3.305], [-3.032, -6.083, -2.605], [-1.310, -5.831, -3.034], [-2.523, -6.234, -0.350], [-1.007, -5.466, -0.670], [-2.731, -8.920, -1.084], [-1.415, -9.803, -1.745]], "mulliken_spin": [0.9298, -0.0058, 0.0740, 0.1644, -0.0334, -0.0109, 0.1920, -0.0084, 0.1828, 0.1696, 0.0663, 0.1217, 0.1027, 0.0243, 0.0000, 0.0000, 0.0000, -0.0001, 0.0000, 0.0000, 0.0001, 0.0000, 0.0000, 0.0000, 0.0000, -0.0003, 0.0000, -0.0001, 0.0000, -0.0001, 0.0001, 0.0000, 0.0002, -0.0001, -0.0001, 0.0000, -0.0002, 0.0000, 0.0000, 0.0000, -0.0001, 0.0004, 0.0000, -0.0003, -0.0014, -0.0001, 0.0008, 0.0011, -0.0009, 0.0001, -0.0164, 0.0002, 0.0010, -0.0002, 0.0000, -0.0002, 0.0000, 0.0256, -0.0012, 0.0000, -0.0001, 0.0009, 0.0020, -0.0007, -0.0002, 0.0001, 0.0000, 0.0000, 0.0001, 0.0001, -0.0025, 0.0001, 0.0000, 0.0000, -0.0019, 0.0025, 0.0027, 0.0000, 0.0036, 0.0184, -0.0014, 0.0002, 0.0003, -0.0001, 0.0001, -0.0022, -0.0014, 0.0002, 0.0028, 0.0000, -0.0001, -0.0004, 0.0000, 0.0000, 0.0000, 0.0000, 0.0000, 0.0000, 0.0000, 0.0000, 0.0001, -0.0004, 0.0000, 0.0000], "homo_lumo_gap_ev": [6.95, 5.24], "total_charge": 2, "multiplicity": 3, "s_squared": 2.03, "total_energy_ev": -138402.0491}

=====

# 5
{"formula": "C4H9N3O", "method": "ωB97M-V with the def2-TZVPD basis set", "symbols": ["C", "C", "C", "N", "C", "O", "H", "H", "H", "H", "H", "H", "H", "N", "N", "H", "H"], "coordinates": [[0.850, 1.734, 0.256], [-0.674, -0.263, -0.120], [0.529, 0.307, 0.585], [-1.793, 0.607, -0.172], [1.296, -0.454, 1.357], [-1.007, -1.548, 0.183], [-1.930, 1.153, 0.668], [-2.645, 0.132, -0.438], [0.986, 1.865, -0.819], [0.033, 2.388, 0.563], [1.760, 2.053, 0.760], [1.026, -1.469, 1.605], [2.188, -0.061, 1.819], [0.115, -1.404, -2.450], [-0.021, -2.442, -2.019], [-0.473, -2.216, -0.458], [-0.240, -0.382, -1.320]], "nbo_charge": [-0.6381, 0.2474, -0.0214, -0.8520, -0.4016, -0.7103, 0.3675, 0.3811, 0.2207, 0.2172, 0.2148, 0.2094, 0.1950, 0.0165, -0.0518, 0.4629, 0.1428], "homo_lumo_gap_ev": 9.50, "multiplicity": 1, "smiles": "C=C(C)[C@H](N)O.N#N", "relative_energy_kj_mol": 193.9, "total_energy_ev": -10810.4521}

=====

# 6
{"formula": "C20H65N19O11", "method": "ωB97M-V with the def2-TZVPD basis set", "symbols": ["C", "C", "C", "O", "C", "N", "H", "H", "H", "H", "H", "H", "H", "H", "H", "H", "H", "C", "C", "C", "O", "C", "N", "H", "H", "H", "H", "H", "H", "H", "H", "H", "H", "H", "C", "C", "C", "O", "C", "N", "H", "H", "H", "H", "H", "H", "H", "H", "H", "H", "H", "C", "O", "N", "N", "H", "H", "H", "H", "C", "O", "N", "N", "H", "H", "H", "H", "C", "O", "N", "N", "H", "H", "H", "H", "C", "O", "N", "N", "H", "H", "H", "H", "C", "O", "N", "N", "H", "H", "H", "H", "C", "O", "N", "N", "H", "H", "H", "H", "C", "O", "N", "N", "H", "H", "H", "H", "C", "O", "N", "N", "H", "H", "H", "H"], "coordinates": [[-3.414, -3.221, 2.704], [-2.854, -3.765, 1.356], [-2.272, -5.141, 1.581], [-1.580, -5.324, 2.782], [-0.335, -4.701, 2.914], [-3.868, -3.893, 0.386], [-3.939, -2.279, 2.536], [-2.744, -3.125, 3.574], [-4.113, -3.935, 3.114], [-2.071, -3.029, 0.986], [-1.622, -5.407, 0.724], [-3.173, -5.801, 1.636], [-0.467, -3.622, 2.986], [0.378, -4.835, 2.068], [0.098, -5.150, 3.828], [-4.449, -3.084, 0.398], [-4.492, -4.678, 0.422], [-0.288, -0.374, 3.427], [1.014, 0.199, 2.892], [1.257, 1.482, 3.652], [0.147, 2.331, 3.612], [0.063, 3.086, 2.409], [2.100, -0.828, 3.075], [-0.475, -1.395, 3.029], [-1.209, 0.229, 3.227], [-0.240, -0.417, 4.514], [0.896, 0.401, 1.837], [2.158, 2.029, 3.289], [1.457, 1.250, 4.713], [-0.814, 3.726, 2.575], [-0.116, 2.487, 1.508], [0.939, 3.673, 2.241], [3.038, -0.522, 2.842], [1.960, -1.119, 4.036], [3.033, 2.752, -0.893], [4.147, 2.272, 0.039], [4.392, 3.127, 1.296], [4.966, 4.388, 0.942], [5.609, 5.070, 1.993], [3.830, 1.035, 0.647], [2.857, 1.985, -1.686], [3.183, 3.727, -1.352], [2.142, 2.839, -0.279], [5.084, 2.277, -0.560], [5.073, 2.553, 1.905], [3.449, 3.103, 1.916], [5.015, 5.242, 2.896], [5.942, 6.023, 1.645], [6.498, 4.544, 2.277], [3.162, 0.491, 0.105], [4.639, 0.433, 0.809], [-4.721, -0.554, -0.748], [-4.099, -0.771, 0.313], [-4.325, -0.034, -1.908], [-6.132, -0.863, -0.734], [-5.031, 0.402, -2.473], [-3.451, 0.502, -1.920], [-6.781, -0.439, -1.360], [-6.611, -0.803, 0.183], [2.305, -2.047, -4.737], [3.208, -1.278, -5.137], [2.361, -3.436, -4.846], [1.124, -1.586, -4.278], [1.421, -3.877, -4.882], [2.859, -3.799, -5.637], [0.518, -2.245, -3.806], [1.190, -0.696, -3.887], [-4.222, 2.369, 2.352], [-4.491, 3.136, 3.282], [-3.756, 1.193, 2.656], [-4.435, 2.641, 1.024], [-3.829, 0.464, 1.928], [-3.896, 0.950, 3.612], [-4.562, 3.633, 0.851], [-3.939, 1.998, 0.419], [-1.152, -3.925, -2.665], [-0.029, -3.938, -3.147], [-1.979, -5.053, -2.765], [-1.690, -2.931, -1.814], [-2.948, -4.905, -2.644], [-1.703, -5.735, -3.465], [-0.936, -2.256, -1.498], [-2.391, -3.298, -1.157], [-0.141, 5.187, -1.134], [0.348, 5.423, -2.253], [-1.087, 4.240, -0.938], [0.342, 5.852, -0.071], [-1.434, 3.905, -0.060], [-1.458, 3.783, -1.748], [1.059, 6.512, -0.357], [-0.195, 6.001, 0.755], [-1.156, 0.800, -0.571], [-2.143, 1.535, -1.077], [0.173, 1.106, -0.919], [-1.247, -0.295, 0.290], [0.965, 0.528, -0.624], [0.453, 1.635, -1.717], [-2.165, -0.726, 0.516], [-0.380, -0.826, 0.399], [1.626, 2.025, -4.244], [0.942, 1.287, -3.519], [2.745, 1.515, -4.958], [1.411, 3.401, -4.445], [3.148, 1.979, -5.748], [3.109, 0.594, -4.727], [2.049, 3.869, -5.072], [0.744, 3.899, -3.873], [2.173, -2.488, -0.456], [1.208, -1.648, -0.497], [2.724, -3.126, -1.581], [2.596, -3.071, 0.767], [3.615, -3.552, -1.627], [2.373, -2.970, -2.526], [2.410, -2.575, 1.638], [3.325, -3.726, 0.692]], "lowdin_charge": [-0.0369, -0.4637, -0.2120, -0.1907, -0.1092, 0.0415, 0.0604, 0.0768, 0.0750, 0.1290, 0.1316, 0.1397, 0.0551, 0.0893, 0.1018, 0.0443, 0.0847, -0.0679, -0.4185, -0.2305, -0.1765, -0.0900, 0.0514, 0.0599, 0.0746, 0.0826, 0.0943, 0.1102, 0.1328, 0.0966, 0.0669, 0.0655, 0.0590, 0.0706, -0.0374, -0.4476, -0.2025, -0.1702, -0.1184, 0.0376, 0.0794, 0.0865, 0.0600, 0.1467, 0.1071, 0.1137, 0.0898, 0.0757, 0.0747, 0.0613, 0.0937, -0.5845, -0.0550, 0.1899, 0.1204, 0.1085, 0.0744, 0.0655, 0.1097, -0.6392, -0.0191, 0.1315, 0.1986, 0.0921, 0.0912, 0.0551, 0.0416, -0.7320, -0.0074, 0.1718, 0.1670, 0.0748, 0.1119, 0.1088, 0.0548, -0.5894, -0.0083, 0.1457, 0.1600, 0.0727, 0.1032, 0.0950, 0.0460, -0.6783, -0.0219, 0.1817, 0.1608, 0.0765, 0.0897, 0.1163, 0.0939, -0.4713, -0.1237, 0.1596, 0.1679, 0.0589, 0.0357, 0.0695, 0.0523, -0.5597, -0.0321, 0.1473, 0.1626, 0.0826, 0.0507, 0.0934, 0.0635, -0.5034, -0.0645, 0.1729, 0.1524, 0.0848, 0.0515, 0.0595, 0.0680], "homo_lumo_gap_ev": 9.58, "multiplicity": 1, "smiles": "COC[C@H](C)N.COC[C@H](C)N.COC[C@H](C)N.NC(N)=O.NC(N)=O.NC(N)=O.NC(N)=O.NC(N)=O.NC(N)=O.NC(N)=O.NC(N)=O", "relative_energy_kj_mol": 111.7, "total_energy_ev": -72635.9907}